ORCA calculation (ωB97M-V/def2-TZVPD) on a molecular structure, C35H49Ge2N3O8PtTe in a non-equilibrium geometry.

CARTESIAN COORDINATES (ANGSTROEM)
Pt 0.31791 -0.08309 -0.09564
C 4.42398 2.62367 -1.05896
C 2.97188 2.14966 -1.13939
Ge 2.60734 0.66728 0.11226
C 3.03872 1.28613 1.94393
C 4.42778 0.84620 2.40864
C 3.81919 -0.79991 -0.33244
C 3.32622 -2.02233 -0.54857
Ge 1.38568 -2.23718 -0.28339
C 1.07910 -3.27838 1.36372
C 2.09444 -4.40313 1.57472
C 0.44992 -3.08761 -1.80326
C 0.28439 -4.60265 -1.67033
C 4.19702 -3.18116 -0.86689
C 3.89226 -4.04379 -1.91863
C 4.71299 -5.12197 -2.21461
C 5.84837 -5.36355 -1.45469
C 6.16124 -4.51388 -0.40251
C 5.34396 -3.43245 -0.11281
H 4.62420 3.43974 -1.75648
H 5.11972 1.81579 -1.29366
H 4.66724 2.98418 -0.05693
H 2.73045 1.81692 -2.15240
H 2.29453 2.97422 -0.90447
H 2.27464 0.90543 2.62528
H 2.95793 2.37650 1.96211
H 4.50923 -0.24232 2.42792
H 4.64849 1.21249 3.41343
H 5.21236 1.21506 1.74430
H 4.89652 -0.64643 -0.41346
H 0.06432 -3.68402 1.31707
H 1.10016 -2.58583 2.20888
H 2.11906 -5.09381 0.72977
H 1.85572 -4.98277 2.46875
H 3.10364 -4.00769 1.69510
H 0.98117 -2.82446 -2.72155
H -0.52894 -2.60784 -1.88302
H 1.24637 -5.11615 -1.62716
H -0.27806 -5.01037 -2.51173
H -0.26571 -4.86218 -0.76361
H 3.01242 -3.85825 -2.52168
H 4.46385 -5.77546 -3.04107
H 6.48409 -6.21010 -1.67892
H 7.04223 -4.69799 0.19925
H 5.58048 -2.77899 0.71854
C -0.22899 3.10803 1.41009
C -0.51118 3.32909 -0.05288
O -0.74508 2.06897 -0.69949
C -0.76689 2.23392 -2.12060
C -1.04211 0.91323 -2.79826
H -0.04992 4.06856 1.89660
H 0.65788 2.48750 1.54418
H -1.06872 2.60831 1.89098
H 0.33036 3.82664 -0.54773
H -1.40106 3.95189 -0.19803
H 0.19974 2.63885 -2.44216
H -1.53532 2.97633 -2.36715
H -0.21378 0.21019 -2.64465
H -1.14255 1.06835 -3.87342
H -1.94841 0.44123 -2.41901
C -3.77796 7.51834 -0.73596
C -3.89177 6.04805 -0.44184
C -4.11766 5.12707 -1.45655
C -4.21104 3.76546 -1.19393
C -4.48939 2.81472 -2.33146
C -4.06401 3.31936 0.12659
Te -3.97002 1.23141 0.41735
C -3.89577 4.23028 1.17865
C -3.85198 3.82322 2.62801
C -3.80232 5.58153 0.86392
H -3.83114 7.71343 -1.80603
H -2.83369 7.91805 -0.36335
H -4.58107 8.07472 -0.24985
H -4.22511 5.47512 -2.47821
H -4.52810 3.35148 -3.27824
H -5.44987 2.30955 -2.20357
H -3.72377 2.04043 -2.42111
H -4.50492 2.97543 2.83074
H -4.16681 4.65921 3.25207
H -2.85094 3.52128 2.93255
H -3.66948 6.29397 1.67185
O -3.72031 -5.85108 2.75533
N -3.20347 -4.85865 3.22929
O -2.96551 -4.69616 4.41019
C -2.83808 -3.78245 2.31251
C -2.26380 -2.62844 2.81221
C -1.87054 -1.63864 1.93565
C -2.08570 -1.71873 0.52030
O -1.73418 -0.80693 -0.29622
C -2.77873 -2.89412 0.11012
C -3.10414 -3.92267 0.96039
N -3.18503 -3.03182 -1.29035
O -3.59985 -2.04049 -1.85546
O -3.10897 -4.13863 -1.78919
N -1.24436 -0.53722 2.58597
O -0.19342 -0.13053 2.11603
O -2.82059 1.12389 1.82181
H -2.10058 -2.51156 3.87455
H -3.57837 -4.81646 0.58136

Its spin multiplicity is 3. As for the LUMO energy (spin up / spin down): -1.1 / -1.6 eV. As for the molar mass: 1107.69 u. For the energy above the lowest of the compared OMol25 structures with the same formula, charge and spin, the calculation gives 0.000 eV. The calculation puts the electronic energy at -6670.09164 hartree. The expectation value of S² is 2.022.